1.
{
  "formula": "C45H120N9O15",
  "method": "ωB97M-V/def2-TZVPD",
  "symbols": ["H", "H", "C", "H", "C", "H", "H", "H", "C", "H", "O", "H", "H", "H", "H", "O", "H", "H", "H", "C", "H", "H", "C", "H", "H", "H", "H", "C", "O", "H", "H", "H", "H", "H", "C", "H", "H", "C", "H", "C", "H", "C", "H", "C", "H", "C", "H", "O", "H", "H", "H", "H", "H", "H", "H", "H", "H", "H", "H", "H", "H", "C", "H", "H", "C", "H", "O", "H", "H", "H", "H", "H", "H", "H", "O", "C", "C", "H", "N", "H", "C", "H", "H", "H", "H", "C", "H", "N", "H", "H", "H", "C", "C", "H", "O", "C", "C", "O", "H", "H", "H", "H", "C", "H", "H", "H", "C", "C", "H", "H", "H", "O", "C", "N", "H", "H", "H", "H", "H", "H", "H", "N", "C", "H", "H", "H", "H", "H", "H", "H", "C", "N", "H", "H", "C", "N", "H", "H", "H", "H", "H", "H", "H", "N", "C", "H", "C", "C", "H", "H", "H", "H", "H", "O", "C", "H", "H", "H", "C", "C", "C", "C", "C", "H", "O", "C", "C", "C", "H", "C", "H", "H", "C", "N", "H", "H", "C", "H", "O", "N", "O", "C", "H", "H", "H", "H", "O", "H", "O"],
  "coordinates": [[2.620, -2.035, 0.722], [-0.738, 0.122, 6.859], [7.764, 1.827, 4.066], [-6.811, -8.405, 1.137], [2.834, -1.304, -6.139], [-5.754, -1.139, -1.846], [-0.570, -5.026, -3.417], [-0.867, 1.567, 7.849], [-2.384, 1.614, 5.524], [-0.813, 4.582, 0.524], [-3.887, 2.168, -0.076], [-3.447, -2.471, 0.592], [-0.346, -2.924, 3.536], [-0.740, -1.776, -0.955], [-4.384, 2.888, 1.840], [-0.867, 1.582, -3.233], [-0.569, 5.356, -0.940], [2.769, -0.371, 2.772], [1.627, -3.981, -3.296], [9.019, 2.735, 2.329], [9.220, 3.711, 1.897], [-0.804, -1.148, 3.817], [-0.103, -2.791, 6.003], [0.848, -7.916, -4.738], [-4.316, 1.082, 1.544], [2.465, -1.227, -0.820], [-0.371, 1.545, 3.458], [-2.739, 2.259, 4.209], [0.817, -5.898, -4.657], [8.849, 1.971, 1.566], [3.368, 0.675, -1.249], [-2.371, 2.507, -4.242], [-0.984, 4.057, -3.093], [-3.338, -0.682, 0.725], [2.959, 2.288, -4.100], [-2.923, -6.804, 0.650], [-2.652, 4.335, -2.708], [-2.608, 7.179, -1.731], [0.469, -3.599, 5.529], [-3.997, -1.558, 0.851], [-1.897, 1.199, 1.085], [-1.830, 3.627, -2.546], [4.015, 2.407, -4.366], [0.004, -4.796, -4.325], [-2.353, 6.286, 0.747], [-0.495, 1.190, 6.889], [6.278, 0.971, 5.409], [-5.302, -7.271, 0.340], [6.389, 0.730, 2.157], [-5.241, -0.931, 2.561], [-1.259, 0.586, -5.016], [-3.775, -1.392, 4.172], [4.673, 0.860, 1.875], [2.673, 1.351, -4.599], [-7.321, -7.313, -0.149], [4.507, 1.363, 4.213], [-3.224, 7.525, -2.554], [2.699, 4.444, -2.129], [1.644, -2.741, -0.515], [-1.958, -2.441, 2.149], [-0.154, -6.213, 0.240], [-2.399, 1.903, 1.755], [9.905, 2.467, 2.919], [3.028, -2.077, 2.995], [-6.513, -7.976, 0.185], [-2.447, 8.022, -1.044], [-1.028, 1.918, 5.806], [1.788, 6.447, -1.257], [-1.689, -0.316, -3.518], [-4.457, -4.852, 0.368], [2.741, 6.833, -2.714], [-4.903, -2.610, 2.452], [0.587, 1.313, 6.855], [-2.409, 3.032, -0.772], [4.277, -0.862, 4.158], [1.835, 6.335, -2.350], [0.875, -3.615, -4.014], [0.541, 8.417, -1.439], [-3.342, -1.398, 3.253], [-3.835, 2.350, 4.167], [-1.198, -6.373, 3.324], [6.298, 2.709, 5.255], [-5.836, 1.602, -0.383], [-0.385, -7.248, -3.656], [-0.612, -7.158, -5.448], [-4.436, -1.621, 2.301], [-2.312, 3.261, 4.126], [5.280, 1.782, 3.691], [3.062, -1.873, -7.048], [1.028, 3.053, -4.572], [-6.395, -8.762, -0.570], [1.901, -1.779, -0.061], [-5.160, 2.427, -0.623], [1.730, 2.414, -1.463], [7.900, 2.893, 3.165], [-0.283, -0.808, -0.718], [5.314, -0.695, 3.228], [-3.305, 6.146, -1.068], [-2.749, -3.469, 3.305], [0.275, -1.561, 1.196], [0.535, -1.905, 6.096], [-2.427, -4.673, 1.590], [-2.601, 5.522, -0.007], [-2.876, 1.687, -2.748], [-0.418, -5.719, 3.735], [-0.675, -4.578, -5.161], [5.420, 0.731, 2.664], [-2.087, 2.302, -3.199], [-3.813, -4.802, -1.287], [-0.465, 8.569, -2.902], [3.266, 1.227, -6.966], [-5.135, -1.386, 0.043], [4.116, 0.553, -6.801], [1.499, -3.109, -5.231], [-4.205, -1.987, -1.714], [-2.151, -5.831, 3.261], [1.235, 1.833, 0.060], [-0.388, -3.166, 6.985], [-1.424, -7.206, 3.985], [0.116, -5.067, 1.556], [4.326, 0.085, -7.776], [0.677, 1.611, 3.297], [-0.608, -5.781, 1.131], [-1.622, -4.268, 0.076], [5.272, -1.383, 2.369], [-1.821, 2.828, 1.625], [5.030, 1.085, -6.551], [2.272, -1.184, 4.286], [1.861, -3.894, -5.763], [-1.105, -0.123, -0.503], [6.383, 1.781, 4.678], [-2.736, -6.037, 0.009], [3.536, -2.734, -4.682], [1.910, -0.734, -6.305], [0.110, -7.127, -4.624], [-1.544, 3.494, -1.101], [8.002, 0.843, 3.631], [-2.626, 0.546, 5.533], [-5.091, 2.554, -1.704], [0.159, 2.859, -0.767], [0.837, 2.579, 3.009], [2.313, 3.404, -5.709], [-2.659, 0.472, 3.166], [2.331, 4.729, -4.126], [0.510, 8.263, -2.525], [0.294, -2.806, -3.567], [-1.345, 4.774, -0.430], [3.052, -1.117, 3.528], [1.306, 1.389, 4.059], [0.890, 1.071, 2.384], [-3.328, 4.820, 0.403], [-5.825, -6.188, -1.344], [-5.551, 3.394, -0.282], [-1.289, -2.477, 5.309], [3.655, 1.003, -2.250], [0.239, -0.483, -1.625], [8.506, 1.976, 4.865], [-2.953, 2.072, 6.345], [2.610, -2.209, -4.947], [0.734, -0.916, 0.418], [-2.357, -2.454, 3.172], [-4.814, -1.169, -1.301], [-0.984, 0.388, -3.974], [-4.239, -0.249, -1.473], [0.658, 6.906, -2.902], [-1.897, -5.103, 0.732], [2.078, 3.382, -4.640], [1.895, 4.877, -2.730], [0.947, 4.353, -2.566], [-4.003, -5.460, -0.433], [1.643, 3.470, -0.168], [-4.525, -7.196, -1.618], [-3.859, 2.065, 1.353], [1.184, 2.671, -0.596], [0.013, -0.055, -3.986], [1.277, 8.906, -2.970], [-4.939, -6.574, -0.811], [4.660, 1.434, -2.219], [2.740, 1.979, -2.720], [-2.237, 1.417, 3.123], [1.144, 0.315, 0.890], [-1.069, -2.204, 3.931], [-1.631, 6.833, -2.078], [1.719, 5.335, -4.671], [2.326, -1.570, -4.104], [6.253, -1.000, 3.700], [-0.758, -6.825, 2.066], [3.662, 0.089, -2.855], [3.887, -0.428, -5.839]],
  "mulliken_charge": [0.057, 0.229, -0.597, 0.244, -0.555, 0.371, 0.272, 0.323, -0.637, 0.272, -0.161, 0.119, 0.649, 0.214, 0.681, 0.376, -0.197, -0.100, 0.198, -0.681, 0.247, -0.326, -0.676, 0.252, 0.047, -0.053, -0.354, -0.867, -0.314, 0.252, -0.147, 0.481, -0.050, -0.588, 0.078, 0.368, 0.738, -0.369, 0.258, 1.524, -1.242, -0.386, 0.454, -0.556, 0.478, -0.678, 0.341, -0.296, 0.145, 0.584, 0.432, 0.270, -0.092, -0.464, 0.322, 0.219, 0.344, 0.305, 0.286, -0.380, 0.310, 0.500, 0.317, 0.310, -0.776, 0.381, -0.360, 0.316, 0.097, -0.004, 0.674, 0.529, 0.260, -1.527, -0.442, -1.346, 0.057, 0.343, -0.179, 0.504, -0.486, 0.473, 0.323, 0.234, 0.289, -1.560, 0.344, -0.399, 0.414, -0.093, 0.302, -1.292, -1.111, 0.406, -0.339, -0.115, -0.561, -0.387, 0.554, -1.287, 0.171, -0.670, -0.502, -0.076, 0.195, 0.353, -0.048, -0.940, 0.107, 0.280, 0.316, -0.583, -0.796, -0.368, 0.130, 0.142, -0.141, 0.331, 0.362, 0.340, 0.372, 0.485, -0.505, -0.183, 0.376, 0.513, 0.228, 0.054, 0.328, -0.500, -0.665, -0.205, 0.424, 0.262, -0.665, 2.141, 0.364, 0.218, 0.335, -0.317, 0.456, 0.660, -0.504, -0.504, -0.896, -0.034, -0.029, -0.145, 0.400, -0.025, -0.142, 0.512, 0.297, -0.619, -0.465, -0.514, 0.464, 0.484, 0.288, 2.441, -0.422, -0.393, -0.711, -0.091, -0.349, 0.854, -0.530, 1.183, -0.902, 0.036, 0.600, 0.387, -0.786, 1.555, -0.008, 0.347, -0.872, 0.330, -0.761, 1.295, -0.586, 0.270, -0.114, 0.325, -0.610, 0.398, -0.416, 0.168, -0.317],
  "charge": 1,
  "homo_lumo_gap_ev": 8.4,
  "largest_force_ev_per_a": 1.73,
  "e_homo_ev": -10.48,
  "e_above_lowest_ev": 0.000
}

2.
{
  "formula": "C45H120O15",
  "method": "ωB97M-V/def2-TZVPD",
  "symbols": ["C", "H", "H", "H", "H", "O", "H", "H", "H", "C", "H", "H", "H", "C", "C", "H", "H", "C", "O", "H", "O", "H", "H", "O", "H", "H", "O", "C", "H", "H", "H", "H", "C", "H", "H", "C", "H", "C", "H", "H", "H", "H", "H", "H", "H", "C", "H", "C", "H", "H", "H", "H", "H", "H", "C", "H", "H", "H", "O", "C", "H", "C", "C", "O", "H", "O", "C", "H", "H", "C", "H", "H", "H", "H", "C", "H", "H", "H", "H", "H", "H", "H", "C", "H", "C", "H", "H", "H", "H", "H", "H", "H", "H", "H", "H", "H", "H", "O", "H", "O", "H", "C", "H", "H", "H", "H", "H", "H", "H", "H", "H", "H", "H", "H", "H", "C", "C", "C", "C", "O", "H", "H", "C", "H", "C", "H", "H", "H", "C", "H", "O", "C", "H", "H", "H", "H", "H", "H", "O", "H", "H", "C", "O", "H", "H", "C", "H", "C", "H", "H", "H", "H", "H", "H", "H", "H", "C", "H", "H", "C", "C", "C", "C", "H", "C", "H", "H", "C", "H", "C", "C", "C", "H", "C", "H", "O", "C", "H", "H", "C"],
  "coordinates": [[-0.773, -0.063, 0.430], [8.857, 1.101, -1.877], [-3.909, -4.838, 2.144], [0.164, -2.081, -4.817], [-5.057, -2.547, -1.729], [-1.354, 4.477, -1.012], [6.003, -2.498, 6.270], [-5.186, 5.110, -2.256], [-2.086, -5.287, 0.395], [5.335, -2.627, 4.301], [-5.526, -3.553, 0.757], [-4.050, 3.767, -6.671], [-0.866, 0.290, 4.193], [1.790, -5.084, -0.817], [-5.396, 3.120, -1.300], [-7.310, 3.993, -0.531], [-6.224, -1.565, -2.676], [-3.398, 3.391, -5.878], [-6.008, 1.890, -1.702], [6.518, -1.218, -0.227], [8.622, 3.022, -3.796], [1.816, -1.177, -3.184], [-2.240, 0.839, -0.934], [1.192, -2.893, 0.014], [4.366, -0.912, 3.346], [6.960, 1.159, -5.052], [-4.480, 0.403, -3.241], [-3.278, 1.826, -5.898], [0.481, -1.169, -6.220], [6.098, -1.553, 1.420], [-1.089, 5.638, 4.728], [-3.126, -1.233, 6.897], [-6.296, 3.704, -0.175], [-0.178, 3.172, -2.854], [-5.983, 3.875, -3.274], [0.268, 4.123, -2.736], [-0.052, -4.642, 0.055], [1.967, 2.031, 4.732], [3.895, 2.428, 1.990], [4.624, -3.592, 6.085], [-2.452, 0.337, -7.179], [0.466, -2.251, 0.074], [-0.434, 0.123, -3.498], [-0.408, 0.070, 1.441], [0.647, 3.793, -0.657], [0.685, -4.086, -0.592], [4.251, 1.791, 3.463], [8.028, 0.911, -2.565], [8.287, 0.112, -3.243], [-4.250, -2.397, 0.596], [-1.226, 3.912, 4.434], [0.702, -3.311, -2.634], [2.864, 2.066, 5.317], [2.671, -4.642, -1.425], [7.605, 2.159, -3.249], [7.213, 2.793, -2.426], [2.615, -5.475, 4.855], [0.165, 6.583, -1.606], [-3.182, -0.585, 3.630], [0.259, 0.001, -4.382], [1.727, 0.959, 4.713], [-5.234, -1.562, -2.128], [-3.034, -4.763, 0.177], [1.096, 2.205, 2.460], [-3.165, 4.313, 2.580], [-0.632, -5.200, 4.073], [1.080, -3.573, 3.816], [8.909, 2.811, -4.691], [0.078, -0.129, -1.505], [5.541, -3.290, 5.674], [-2.822, 0.683, 0.784], [-3.244, -2.445, 5.457], [-5.777, 4.616, 0.229], [-0.785, -0.327, 5.896], [0.326, 0.236, -0.541], [0.494, 2.937, 2.218], [-4.441, -1.160, 5.737], [-1.266, 4.193, 0.994], [-2.818, -3.920, -0.556], [-3.427, -1.135, -5.021], [5.480, -0.077, 0.579], [-3.448, 1.536, -7.991], [-4.626, -3.125, 1.252], [-2.752, 5.579, 1.479], [1.562, -5.722, 4.979], [1.323, 3.980, -3.053], [-3.237, 6.047, 3.052], [-0.831, -1.464, 4.495], [6.342, -2.390, 3.893], [-0.537, -4.581, -2.473], [-0.746, -6.131, 3.947], [-3.223, -1.018, -2.438], [6.083, 2.675, -4.746], [3.187, 0.872, 2.548], [4.274, -3.039, 2.779], [-3.037, 0.598, 5.163], [0.612, 1.292, -0.609], [-2.421, -3.392, 2.090], [-1.614, 3.504, -1.125], [4.658, -3.539, 3.481], [-4.989, -2.678, 2.198], [-1.982, 0.906, 0.159], [1.266, 2.630, 5.286], [-1.865, 1.945, -7.562], [-0.727, 6.029, 2.422], [0.947, -5.366, 2.896], [2.266, -5.479, 0.104], [2.834, -2.513, 0.943], [1.042, -3.168, 4.816], [-1.188, -1.177, -5.533], [3.597, -0.452, -1.077], [4.534, -1.599, -2.073], [-3.800, 3.746, -4.918], [2.302, 3.662, 3.393], [1.716, 5.909, -0.898], [3.397, 1.874, 2.821], [-4.166, -1.024, -2.993], [6.512, 1.760, -4.225], [0.059, 4.500, -1.284], [-1.245, -1.401, 0.289], [-1.594, 1.896, 0.403], [5.070, -3.055, -0.087], [-1.183, 5.111, 2.710], [-4.261, 1.490, -5.812], [-4.089, -1.696, -4.342], [-2.140, -4.037, 2.742], [-1.492, -1.716, 1.199], [2.421, -0.410, -4.562], [1.670, -0.224, -3.795], [5.666, 1.297, -3.768], [-0.759, 4.075, 1.857], [0.578, 5.843, -0.894], [-2.913, -1.452, 3.277], [-0.177, 4.784, -3.496], [-4.351, 3.774, -3.029], [-2.457, 3.927, -6.032], [4.900, -0.558, 5.047], [-6.443, 3.006, 0.647], [3.703, -2.185, 1.227], [-5.442, -0.949, -1.209], [0.189, 6.184, 0.075], [-2.686, 5.284, 2.509], [-2.487, 1.382, -4.765], [6.187, -4.175, 5.614], [-3.749, -5.387, -0.362], [-0.126, -1.149, -5.308], [2.084, 0.651, -3.221], [-2.669, -0.449, 4.931], [0.223, -3.083, 3.285], [-0.678, 1.437, -4.980], [2.899, -2.064, -1.408], [1.507, -6.795, 5.061], [-4.444, 2.788, -0.864], [3.488, -1.648, 4.718], [1.241, -0.316, -0.297], [-0.710, -2.875, -1.728], [-0.774, 4.837, 4.083], [1.459, -5.959, -1.322], [1.184, -5.282, 5.912], [3.860, -1.515, -1.236], [-3.560, -4.125, 1.436], [-2.690, 1.379, -7.210], [4.601, -2.046, 0.064], [-3.633, -2.693, -4.274], [-1.174, -0.513, 4.925], [-3.140, 1.054, -4.110], [7.234, 0.567, -1.950], [4.476, -1.324, 4.337], [-5.039, 0.825, -2.613], [-3.404, -1.393, 5.841], [0.752, -5.012, 3.879], [-5.205, 4.045, -2.489], [0.320, 4.714, 4.225], [-0.057, -3.710, -1.932], [-6.928, 2.061, -1.839], [0.229, 1.207, -5.062], [2.156, 2.579, 3.330], [-5.116, -1.787, -4.737], [1.986, -3.366, 3.242], [5.725, -1.136, 0.470]],
  "mulliken_charge": [0.318, 0.358, 0.517, 0.268, 0.431, -0.539, 0.407, 0.436, 0.250, 0.802, 0.454, 0.399, -0.079, -1.597, 1.360, 0.425, 0.294, -1.158, -0.487, 0.454, -0.559, -0.222, -0.292, 0.749, -0.115, 0.340, -0.606, 0.901, 0.358, 0.238, 0.500, 0.397, -1.498, 0.104, 0.306, -1.163, -0.568, -1.345, 0.371, 0.333, 0.347, -0.812, -0.752, 0.069, -0.417, 1.582, 0.634, -1.066, 0.348, -0.261, 0.242, 0.355, 0.537, 0.198, 0.528, 0.207, 0.211, 0.404, -0.450, 2.330, 0.059, -1.550, -0.884, 0.064, 0.273, -0.528, 0.463, 0.311, -0.080, -1.612, 0.679, 0.167, 0.294, 0.648, -0.563, 0.108, 0.408, -0.171, -0.134, -0.057, 0.250, 0.463, -0.849, 0.359, -1.415, 0.363, 0.438, -0.406, 0.166, 0.410, 0.343, -0.797, 0.297, 0.101, 0.224, 0.241, 0.006, -0.019, 0.100, -0.512, 0.320, -0.063, 0.278, 0.366, 0.174, 0.256, 0.329, -0.066, 0.649, 0.069, 0.259, 0.703, 0.051, 0.419, 0.291, -1.682, 2.164, -1.197, 1.770, 1.263, -0.529, 0.189, 0.833, 0.388, -1.087, -0.040, -0.865, 0.546, -1.043, 0.307, -0.470, -1.481, 0.088, 0.318, -0.245, 0.287, 0.419, 0.397, 0.279, 0.323, 0.202, -1.515, 0.431, 0.379, 0.500, -1.434, 0.187, 0.397, -0.888, 0.297, -0.368, 0.438, -0.462, 0.055, -0.096, -0.114, -1.403, 0.500, 0.385, -0.897, 0.381, -1.707, 0.721, 0.380, -0.161, -0.397, 0.138, -0.525, 0.242, -1.396, 0.256, -0.939, 0.248, -1.304, 0.238, -0.669, 0.955, 0.357, -0.276, -1.536],
  "charge": 0,
  "homo_lumo_gap_ev": 9.9,
  "largest_force_ev_per_a": 3.24,
  "e_homo_ev": -9.39,
  "e_above_lowest_ev": 4.121
}